ORCA calculation (ωB97M-V/def2-TZVPD) on a 2-piece molecular cluster, C5H10N4 overall at a distorted geometry.

## Properties
Charge: +2
Total energy, Eh: -414.64098
Multiplicity: 3
Orbital gap (spin up / spin down), eV: 7.4 / 6.7
Lowest unoccupied orbital energy (spin up / spin down), Eh: -0.3039 / -0.4165
Highest occupied orbital energy (spin up / spin down), eV: -15.67 / -17.99

CARTESIAN COORDINATES (ANGSTROEM)
C: -0.17892 -0.77675 -0.13716
C: 2.36141 -2.49353 0.49701
C: -4.34976 -1.55419 0.15034
C: 2.18576 -1.18526 -0.00763
C: -3.34250 -0.76058 0.16614
N: -1.17738 0.20339 -0.19364
N: 1.03893 -0.30216 -0.06964
N: 1.09276 2.17642 -0.67918
N: -2.22270 -0.33797 0.15558
H: -0.61545 -1.80209 0.02285
H: 3.27802 -3.30378 0.44432
H: 1.78333 -2.80815 1.37089
H: -5.36206 -1.07636 0.14912
H: -4.36107 -2.64819 0.21714
H: 3.05436 -0.70860 -0.38151
H: 1.38783 3.13291 -0.45034
H: 0.22537 2.51071 -1.00470
H: 1.75242 2.14468 -1.48254
H: 1.19096 1.36326 -0.08240